Record 1
A structure of composition C42H47N15STl. Source: the Open Molecules 2025 dataset; level of theory: ωB97M-V with the def2-TZVPD basis set.

The geometry in XYZ format:
```
106
C42H47N15STl ωB97M-V with the def2-TZVPD basis set
Tl 0.32891 0.25418 0.31526
N 4.16467 -1.23031 -1.84630
C 2.94671 -0.92322 -1.32408
S 2.70551 0.69406 -0.81592
N 2.13431 -1.97135 -1.26718
N 0.87776 -1.72676 -0.80763
C 0.00415 -2.65225 -0.94469
C 0.30132 -3.97495 -1.54847
C -0.17854 -4.27347 -2.81740
C 0.08581 -5.51268 -3.38517
C 0.81268 -6.45860 -2.67796
C 1.27956 -6.16531 -1.40177
C 1.03076 -4.92393 -0.83940
C -1.38834 -2.36408 -0.49983
C -2.36716 -3.35155 -0.47405
C -3.64114 -3.01215 -0.05693
C -3.90938 -1.70255 0.32019
C -2.87357 -0.79006 0.27426
N -1.65253 -1.11762 -0.13212
H 4.77478 -0.47308 -2.09880
H 4.22617 -2.09009 -2.36806
H -0.74605 -3.52909 -3.36578
H -0.27915 -5.73825 -4.37842
H 1.01056 -7.42736 -3.11727
H 1.83457 -6.90885 -0.84466
H 1.38281 -4.69056 0.15870
H -2.12371 -4.36323 -0.76377
H -4.41836 -3.76406 -0.02141
H -4.89452 -1.39467 0.64186
H -3.01857 0.24512 0.56810
C -2.52117 4.86560 -4.67686
C -3.38537 4.96355 -3.45026
C -4.39755 5.90994 -3.35538
C -5.19408 6.01389 -2.22402
C -4.99684 5.13838 -1.16873
C -4.00602 4.17048 -1.24587
C -3.19001 4.09524 -2.37039
N -2.17084 3.11755 -2.49563
C -1.38834 2.56118 -1.50936
N -1.21674 3.37409 -0.42262
C -0.59781 3.24221 0.84526
C 0.00175 2.09539 1.36546
C 0.55526 2.13432 2.64508
C 0.51772 3.28188 3.41286
C -0.08403 4.41714 2.88912
C -0.64148 4.42269 1.62228
C -1.26896 5.68900 1.09516
N -0.82078 1.41274 -1.65292
C -1.15370 0.64463 -2.81119
C -2.31757 -0.12281 -2.83016
C -2.60846 -0.95804 -3.89696
C -1.73158 -1.02615 -4.97074
C -0.60450 -0.21976 -4.98053
C -0.30445 0.64105 -3.92585
C 0.84328 1.60404 -4.03763
H -2.73547 5.68215 -5.36330
H -2.69030 3.93210 -5.22215
H -1.46113 4.90336 -4.41833
H -4.55392 6.58748 -4.18605
H -5.96748 6.76802 -2.17286
H -5.62232 5.19333 -0.28735
H -3.87858 3.46290 -0.43652
H -2.11286 2.64158 -3.38297
H -1.60037 4.29114 -0.57544
H 1.03624 1.24540 3.03738
H 0.96328 3.30021 4.39861
H -0.11722 5.32936 3.47258
H -1.18712 6.48377 1.83331
H -2.33178 5.56646 0.86721
H -0.77357 6.04277 0.18582
H -2.99999 -0.05634 -1.99232
H -3.51616 -1.54782 -3.88902
H -1.93676 -1.68189 -5.80687
H 0.05782 -0.23648 -5.83816
H 1.49336 1.33453 -4.86958
H 1.43576 1.63723 -3.12837
H 0.47404 2.61693 -4.22493
C -4.73124 0.87031 4.21203
C -4.66324 -0.42169 5.02021
C -5.29403 -1.58303 4.25843
C -3.24135 -0.75655 5.46818
N -2.33195 -0.99238 4.34668
C -1.68169 -0.13634 3.55699
N -1.03051 -0.82060 2.64886
N -1.29513 -2.12109 2.90155
N -2.07233 -2.23377 3.91594
H -5.76923 1.15296 4.03572
H -4.25991 0.74693 3.23255
H -4.24342 1.70239 4.72492
H -5.21979 -0.27024 5.95013
H -4.75454 -1.77432 3.32719
H -6.33077 -1.35797 4.00577
H -5.28033 -2.50456 4.84168
H -3.23061 -1.67509 6.05151
H -2.81450 0.04236 6.07418
H -1.69068 0.93592 3.66313
N 4.16716 -3.28444 1.05971
C 4.58402 -2.77618 2.23097
N 5.69036 -3.29346 2.78945
N 3.97349 -1.80581 2.88263
C 2.85707 -1.35975 2.36831
N 1.86735 -0.94313 1.93311
H 4.68933 -3.99605 0.58258
H 3.40670 -2.84505 0.55624
H 6.25094 -3.98543 2.33003
H 6.00980 -2.89241 3.65290
```

Calculated values
- HOMO-LUMO gap (eV) = 7.71
- energy (a.u.) = -3020.5481
- E_HOMO (eV) = -10.21
- total charge = +1
- energy above the lowest of the compared OMol25 structures with the same formula, charge and spin (kJ/mol) = 8.1

Mulliken atomic charge list, values in e, 5 entries: atom 1 (Tl): 2.22, atom 2 (N): -0.43, atom 3 (C): 0.64, atom 4 (S): -0.54, atom 5 (N): -1.92

=====

Record 2
A structure of composition C42H47N9O7PbSSi2 in a non-equilibrium geometry. Source: the Open Molecules 2025 dataset; level of theory: ωB97M-V with the def2-TZVPD basis set.

The geometry in XYZ format:
```
109
C42H47N9O7PbSSi2 ωB97M-V with the def2-TZVPD basis set
Pb -0.43842 -0.21343 -0.14489
O 1.00887 0.03353 -4.62820
C 0.59959 -0.20507 -3.47034
N 0.45261 0.60547 -2.43300
C 0.94778 1.91148 -2.39967
C 1.99491 2.32955 -3.24115
C 2.55256 3.59721 -3.16166
C 2.07268 4.49933 -2.22583
C 1.04412 4.11959 -1.37183
C 0.45855 2.84247 -1.41367
N -0.53164 2.41185 -0.50697
C -1.20722 3.19920 0.28949
O -1.18917 4.47021 0.37806
C -2.13073 2.50993 1.30651
C -3.14561 3.27802 1.88024
C -3.90195 2.74967 2.91036
C -3.61384 1.47036 3.36490
C -2.61941 0.75767 2.72008
N -1.90161 1.24938 1.70930
C 0.21055 -1.66793 -3.19885
C 0.26457 -2.55375 -4.27628
C -0.04184 -3.88741 -4.08046
C -0.40940 -4.31027 -2.80967
C -0.46038 -3.36826 -1.79828
N -0.14884 -2.08330 -1.97712
H 2.36005 1.62320 -3.97114
H 3.35469 3.88034 -3.83782
H 2.48635 5.50028 -2.15429
H 0.67060 4.82839 -0.65237
H -3.30274 4.27672 1.50007
H -4.70123 3.32963 3.35702
H -4.16156 1.02451 4.18510
H -2.39698 -0.26337 3.01431
H 0.54703 -2.14902 -5.23752
H -0.00076 -4.58969 -4.90577
H -0.66569 -5.34233 -2.60500
H -0.77180 -3.64345 -0.79523
C 0.34681 -4.11035 1.90123
Si -0.52434 -2.38035 1.83276
C -0.12536 -1.75923 3.61540
C -2.40453 -2.89711 1.89537
C -2.84208 -3.76550 2.90859
C -4.16498 -4.16953 3.02315
C -5.09404 -3.71948 2.09138
C -4.68159 -2.86746 1.07688
C -3.35406 -2.42501 0.95824
Si -2.97348 -1.11097 -0.43147
C -4.41847 0.12785 -0.14922
C -3.53275 -2.02130 -2.02751
H 0.02999 -4.69733 2.77750
H 1.43311 -3.97743 1.97589
H 0.15046 -4.72301 1.01400
H -0.81537 -2.16004 4.37167
H -0.14840 -0.66594 3.66599
H 0.88927 -2.07294 3.89045
H -2.12199 -4.13614 3.63662
H -4.47273 -4.82693 3.83145
H -6.13396 -4.02428 2.16337
H -5.41971 -2.51908 0.35607
H -5.33320 -0.19392 -0.66085
H -4.16099 1.12657 -0.52048
H -4.64257 0.22297 0.91731
H -4.62469 -2.07044 -2.10989
H -3.14814 -3.04476 -2.05160
H -3.14926 -1.50966 -2.91855
C 6.81232 2.79847 -0.93762
C 7.40565 1.98750 -2.08327
S 8.10443 0.41031 -1.57339
O 8.95854 -0.03166 -2.65033
O 8.67407 0.56720 -0.25534
C 6.72153 -0.72254 -1.47400
C 6.06514 -0.72025 -0.08753
N 4.72254 -1.27507 -0.16204
C 3.60295 -0.55637 -0.42545
N 2.55385 -1.32404 -0.62837
C 2.97218 -2.59751 -0.52075
C 4.32290 -2.60930 -0.25020
N 5.14860 -3.72684 -0.03672
O 4.66369 -4.82528 -0.21896
O 6.31367 -3.55673 0.30808
C 3.56244 0.92689 -0.47338
H 6.71420 3.84378 -1.22840
H 7.46412 2.74059 -0.06606
H 5.82327 2.44157 -0.65906
H 8.26953 2.47997 -2.53157
H 6.68192 1.76292 -2.86841
H 7.13611 -1.70081 -1.71824
H 6.01808 -0.42196 -2.25278
H 5.99645 0.29143 0.30371
H 6.66271 -1.31445 0.58903
H 2.30846 -3.43976 -0.64633
H 4.10326 1.37181 0.36127
H 2.51890 1.24000 -0.42561
H 3.97534 1.30617 -1.41270
N 0.40134 5.80775 2.20752
C 1.49675 5.51308 2.92448
O 2.18294 6.36306 3.49023
C 1.83827 4.05835 3.05566
C 3.13967 3.69057 3.35946
C 3.43311 2.35132 3.54909
C 2.40026 1.42615 3.44652
N 1.14388 1.76428 3.18027
C 0.87691 3.05340 2.98434
H 0.18627 6.78781 2.13066
H -0.10162 5.18471 1.55345
H 3.89564 4.46036 3.44489
H 4.43785 2.02743 3.79353
H 2.57943 0.36314 3.59103
H -0.16409 3.29655 2.79644
```

Calculated values
- HOMO-LUMO gap (eV) = 3.86
- energy (a.u.) = -3818.2431
- E_HOMO (eV) = -0.53
- total charge = -2

Mulliken atomic charge list, values in e, 5 entries: atom 1 (Pb): 0.80, atom 2 (O): -0.89, atom 3 (C): -0.26, atom 4 (N): 0.15, atom 5 (C): -0.44